Entry 1:
C29H73Cl3N8O8 | wB97M-V/def2-TZVPD

```
121
Properties=species:S:1:pos:R:3:forces:R:3:lowdin_charge:R:1
C -0.11632 1.30152 4.29996 -1.0 1.6 1.9 -0.154
O 0.68710 0.60459 3.46846 0.6 -0.9 -1.5 -0.215
C 0.49148 -0.79855 3.61335 0.0 0.4 -0.6 -0.217
C 1.04430 -1.31819 4.91994 0.7 -0.2 -0.3 -0.446
C 2.42694 -0.75587 5.21001 -0.3 0.9 0.7 -0.052
N 1.04206 -2.77295 4.83907 -0.7 -0.1 0.1 0.049
H -0.24730 2.34261 3.98647 0.1 -0.1 -0.4 0.096
H 0.31769 1.38226 5.30969 -0.2 -0.1 0.1 0.092
H -1.10798 0.85372 4.38628 -0.2 0.0 0.0 0.082
H -0.57771 -1.04829 3.57710 0.0 0.1 -0.2 0.113
H 0.97580 -1.18868 2.71796 0.2 -0.5 0.3 0.093
H 0.36142 -0.98103 5.70086 -0.1 -0.3 0.2 0.135
H 2.42198 0.32825 5.38757 -0.2 -0.1 -0.3 0.073
H 3.10055 -0.92039 4.37190 0.3 -0.4 0.2 0.085
H 2.73751 -1.16337 6.17430 0.5 -0.3 -0.3 0.080
H 1.76954 -3.14962 4.24990 0.1 0.2 0.0 0.076
H 1.06074 -3.24434 5.73001 0.1 0.1 0.1 0.071
C -0.59520 -3.62206 0.93135 0.7 0.6 -0.4 -0.132
O -1.77276 -4.18036 1.40909 -0.4 0.1 0.6 -0.159
C -2.73526 -3.22679 1.82127 0.1 1.0 -0.7 -0.208
C -3.97103 -3.91472 2.36200 0.3 -0.1 0.8 -0.429
C -4.46520 -5.02811 1.46223 -0.1 0.5 -1.0 -0.045
N -5.02545 -2.95381 2.64716 -0.6 0.6 0.0 0.054
H -0.79477 -2.99094 0.04561 0.1 -0.1 0.1 0.055
H 0.11114 -4.40581 0.65866 -0.3 -0.2 -0.2 0.093
H -0.03809 -2.99618 1.65012 -0.5 0.0 0.2 0.066
H -2.35634 -2.50330 2.57499 0.2 -0.5 0.0 0.112
H -3.02982 -2.54622 0.97903 0.1 -0.6 0.0 0.125
H -3.65656 -4.30154 3.34228 -0.2 -0.3 -0.1 0.140
H -4.21797 -4.75785 0.42677 0.0 -0.1 0.1 0.078
H -5.55389 -5.07260 1.47796 0.0 -0.3 0.3 0.080
H -4.01032 -5.99293 1.64646 0.0 -0.1 0.2 0.075
H -4.65226 -2.08176 3.01937 0.2 -0.3 -0.2 0.031
H -5.56107 -2.67525 1.82428 0.3 -0.4 -0.1 0.071
C -4.43294 0.57585 2.05595 -0.2 -0.2 -0.2 -0.101
O -4.18550 -0.15269 3.23429 0.5 -0.4 -1.3 -0.225
C -5.08334 0.16435 4.23771 0.0 1.1 1.8 -0.223
C -4.86591 -0.72931 5.45440 -0.3 -0.9 0.3 -0.408
C -3.44012 -1.26670 5.57256 0.2 -0.6 0.1 -0.059
N -5.91321 -1.78163 5.46624 0.6 -0.8 -0.4 0.026
H -4.45839 1.65651 2.24511 -0.1 -0.1 0.0 0.104
H -5.37432 0.24376 1.58284 0.1 0.5 0.6 0.081
H -3.65718 0.35575 1.31975 0.2 0.0 0.4 0.067
H -4.84446 1.19824 4.53658 -0.4 0.1 0.0 0.129
H -6.14137 0.11021 3.96214 0.1 -0.1 -0.4 0.133
H -5.03231 -0.17789 6.38510 -0.1 0.4 -0.3 0.130
H -2.71716 -0.47271 5.77570 0.0 0.0 0.0 0.070
H -3.08130 -1.83803 4.71270 -0.2 0.2 -0.2 0.056
H -3.42623 -1.99858 6.38961 0.1 0.3 0.1 0.080
H -5.86153 -2.34187 4.59678 -0.1 0.5 0.3 0.043
H -5.66099 -2.48439 6.16773 -0.2 0.4 0.0 0.067
C 3.70963 5.65049 -3.25270 -0.1 0.2 -0.3 -0.116
O 4.16898 4.42553 -2.75325 0.6 -0.4 -0.1 -0.212
C 4.83817 3.64224 -3.73879 -0.8 0.3 -0.9 -0.212
C 5.19175 2.28234 -3.18842 -1.8 -0.7 1.2 -0.402
C 5.60732 1.35229 -4.30537 0.7 0.3 0.0 -0.064
N 3.94529 1.68085 -2.55563 0.7 0.2 -0.7 0.042
H 4.54663 6.30667 -3.51954 -0.1 0.0 0.1 0.092
H 3.09875 6.12280 -2.48617 0.1 0.0 0.1 0.087
H 3.08033 5.51946 -4.14923 0.1 -0.1 0.1 0.088
H 4.11566 3.45460 -4.56957 0.1 0.0 0.4 0.126
H 5.65793 4.17612 -4.25411 0.1 0.0 0.7 0.135
H 5.86226 2.32231 -2.32442 0.5 0.3 -0.5 0.123
H 6.61839 1.56737 -4.66318 0.0 0.0 0.0 0.080
H 4.92997 1.49363 -5.14997 -0.1 -0.2 0.0 0.079
H 5.57755 0.31958 -3.96680 0.0 -0.1 0.0 0.081
H 3.36940 1.31762 -3.31567 0.0 0.1 0.2 0.016
H 3.40425 2.44031 -2.15064 0.1 -0.1 0.0 0.002
Cl 0.88122 2.30024 -1.07870 -0.1 0.0 0.0 0.608
C 0.96769 1.22556 0.31875 0.4 0.0 0.1 -1.483
Cl 2.60528 0.63419 0.56496 0.0 -0.1 0.0 0.606
Cl -0.12405 -0.14320 0.16346 -0.2 -0.1 0.1 0.631
H 0.68654 1.77942 1.19870 -0.1 0.0 0.2 0.002
C 0.55498 -1.53247 -2.85407 -0.2 -0.3 0.1 -0.086
N 1.20124 -2.35100 -3.86650 1.1 1.2 0.4 -0.187
C 0.49817 -3.51188 -4.29629 -0.9 0.1 -1.0 -0.061
C 2.32258 -1.89996 -4.52284 -0.2 -0.8 -0.2 -0.319
O 2.88354 -2.50652 -5.42538 -0.4 0.2 0.4 0.002
H 0.43635 -2.05973 -1.89885 0.0 -0.3 -0.3 0.053
H -0.44806 -1.26290 -3.21753 0.1 0.2 0.2 0.081
H 1.12607 -0.64782 -2.58168 0.1 0.1 -0.5 0.061
H -0.29266 -3.22476 -5.01737 0.1 0.0 0.2 0.096
H 1.14733 -4.17578 -4.85192 0.2 -0.3 0.3 0.086
H -0.02388 -3.97183 -3.46100 0.3 -0.3 0.1 0.086
H 2.67835 -0.92323 -4.18252 0.0 0.0 0.3 0.110
C 5.34623 2.54728 0.84375 0.8 0.3 0.1 -0.089
N 6.09978 3.79266 0.77056 -0.3 -1.0 0.5 -0.193
C 7.50239 3.67560 1.08928 -0.1 -0.5 0.4 -0.045
C 5.50158 4.93907 0.42114 0.0 -0.1 -0.3 -0.369
O 6.06787 5.98868 0.25644 0.4 1.0 0.0 0.018
H 4.31271 2.73811 0.60355 -0.2 -0.1 -0.3 0.030
H 5.38713 2.09570 1.84242 0.1 0.2 0.0 0.087
H 5.81642 1.84643 0.14732 -0.4 -0.2 -0.1 0.086
H 7.59244 3.16635 2.05856 0.0 0.1 -0.1 0.089
H 7.99585 3.01947 0.36359 0.1 0.3 -0.1 0.091
H 7.98159 4.64184 1.17521 0.0 0.2 -0.3 0.085
H 4.42615 4.82962 0.25532 -0.3 -0.1 0.0 0.128
C -3.38067 0.44301 -1.31948 -0.4 -0.7 -0.4 -0.041
N -4.05177 -0.84702 -1.51336 0.1 1.1 0.4 -0.176
C -3.72830 -1.66637 -2.63662 0.6 1.2 -1.2 -0.040
C -4.98383 -1.25152 -0.64343 0.5 1.8 0.3 -0.395
O -5.48840 -2.32347 -0.64628 -1.4 -2.6 0.0 0.050
H -2.39749 0.27719 -0.87897 0.0 0.4 -0.1 0.020
H -3.99488 1.08479 -0.69259 0.1 -0.1 0.2 0.083
H -3.31539 0.93375 -2.28832 0.3 0.1 0.0 0.070
H -2.83584 -2.26882 -2.48748 -0.2 -0.5 0.1 0.086
H -4.60389 -2.18851 -2.99617 0.0 -0.6 0.3 0.095
H -3.48083 -0.95286 -3.44222 0.1 -0.3 0.0 0.081
H -5.25620 -0.48466 0.09258 0.1 0.0 -0.3 0.093
C -1.21790 1.38438 -6.62207 0.2 -0.4 0.1 -0.048
N -0.43410 1.31794 -5.40396 -0.4 0.3 -0.3 -0.186
C -1.11414 1.74965 -4.20393 0.2 -0.1 0.3 -0.048
C 0.86969 1.00544 -5.40943 -0.1 0.0 0.1 -0.317
O 1.59026 1.10466 -4.43676 0.3 0.0 0.2 -0.027
H -2.08552 0.72858 -6.51372 0.0 0.1 -0.2 0.090
H -0.59905 1.04864 -7.45275 -0.1 -0.1 -0.1 0.088
H -1.56339 2.39709 -6.83610 0.0 0.1 0.1 0.091
H -1.98033 1.10273 -4.06527 -0.2 0.2 0.0 0.064
H -0.48526 1.64122 -3.31443 0.0 0.0 -0.4 0.034
H -1.42189 2.79165 -4.31093 -0.1 0.0 0.1 0.101
H 1.21938 0.60678 -6.36988 0.1 0.1 -0.2 0.146
```
Forces are in eV/Å.

F_max, eV/Å: 2.92
2S+1: 1
SMILES: COC[C@H](C)N.COC[C@H](C)N.COC[C@H](C)N.COC[C@H](C)N.ClC(Cl)Cl.CN(C)C=O.CN(C)C=O.CN(C)C=O.CN(C)C=O
E_tot, eV: -97122.538
HOMO-LUMO gap, hartree: 0.33193

---

Entry 2:
C29H73N9O9 | wB97M-V/def2-TZVPD

```
120
Properties=species:S:1:pos:R:3:forces:R:3:lowdin_charge:R:1
C -1.80178 -0.59868 4.38002 -4.0 -0.3 -2.7 -0.029
C -1.63778 0.57832 5.26502 -4.1 3.0 -1.7 -0.312
C -3.00978 1.45432 5.25302 5.2 2.3 -0.7 -0.119
O -2.62778 2.45932 4.28402 -2.2 1.6 -0.3 -0.217
C -3.69678 3.51632 4.16302 0.1 -2.8 2.1 -0.016
N -1.43678 0.16432 6.63802 -7.2 1.0 0.8 0.246
H -2.39778 -0.18468 7.07602 2.7 -0.3 -1.3 0.263
H -0.70078 -0.36968 6.62702 4.7 -5.2 0.5 0.099
H -1.21478 0.80432 7.32102 0.8 3.1 1.5 0.147
H -0.99778 -1.19068 4.50702 2.9 -2.4 0.1 0.025
H -1.87278 -0.41368 3.13402 0.0 -0.1 3.8 0.168
H -2.74478 -1.24168 4.74502 1.9 1.4 -1.1 0.148
H -0.92178 1.33332 4.94902 0.5 -0.4 0.2 0.161
H -3.04078 2.00432 6.16302 -0.4 0.2 1.4 0.113
H -3.90378 1.00532 5.05102 -2.2 -1.7 -0.8 0.104
H -4.59578 3.06132 3.78202 -0.7 -0.6 0.8 0.095
H -3.61478 4.23132 3.46302 2.1 2.1 -3.2 0.024
H -3.81478 4.19632 5.01002 -0.1 -1.0 0.8 0.107
C 0.31522 -2.13568 0.73302 -0.1 2.8 0.7 0.008
C 0.62322 -0.86568 -0.14598 -1.6 -3.8 0.9 -0.302
C 0.53122 0.48832 0.39902 -1.2 1.3 3.0 -0.140
O -0.73078 0.62232 1.16102 1.2 0.6 -0.6 -0.198
C -0.99078 1.97232 1.63102 -1.1 -0.4 -2.5 -0.086
N 1.94122 -1.08868 -0.71898 0.9 6.3 4.2 0.242
H 2.75122 -1.28468 -0.07498 -1.3 -0.1 -0.1 0.095
H 1.92422 -1.65168 -1.44498 0.0 -3.3 -5.2 0.041
H 2.15022 -0.07068 -0.90598 0.9 -1.1 -1.7 0.122
H -0.58678 -1.78168 1.18302 -1.4 -0.9 0.0 0.052
H 0.89722 -2.40568 1.61802 0.8 0.4 -0.5 0.087
H 0.27022 -2.90668 0.01702 -0.7 -1.3 -0.4 0.049
H -0.17078 -0.92268 -0.93298 1.0 -0.1 0.2 0.155
H 0.52022 1.17732 -0.39498 -0.2 1.1 -1.3 0.112
H 1.39522 0.79632 1.00902 -0.2 -0.3 0.4 0.136
H -0.27078 2.30232 2.27602 1.8 0.2 2.7 0.047
H -2.01378 2.05332 2.03602 0.7 -0.3 -0.2 0.088
H -0.82678 2.76732 0.87302 -0.6 -0.7 -0.6 0.087
C 4.36222 1.07632 1.71802 -4.5 -2.9 -3.1 0.054
C 3.74722 -0.40668 1.86102 0.5 2.0 3.6 -0.443
O 3.13522 -0.73868 2.91702 1.3 0.5 -3.5 0.020
N 4.14222 -1.29868 0.91402 2.5 0.4 -3.9 -0.046
C 3.95722 -2.69568 1.07102 1.5 -0.9 2.0 -0.082
H 4.26022 1.44432 0.69602 0.4 -0.1 -0.1 0.071
H 5.28222 1.05332 2.06302 4.8 -0.4 1.2 0.030
H 3.86722 1.73532 2.32602 -1.7 1.3 1.6 0.052
H 4.69222 -1.11968 -0.02498 -1.2 0.8 3.1 0.216
H 4.14122 -2.88768 2.12302 -0.9 -0.5 0.2 0.115
H 4.56722 -3.43368 0.56602 1.2 0.9 -0.5 0.083
H 3.05222 -2.92868 0.66102 -3.0 -1.2 0.0 0.023
C 4.86022 -3.40668 -2.72698 -1.8 6.5 7.5 0.049
C 3.32722 -3.63468 -2.39698 4.8 -2.3 3.0 -0.578
O 2.42922 -3.00968 -2.78498 -4.0 3.7 -2.9 0.056
N 3.07622 -4.59768 -1.48898 1.9 -3.1 2.4 -0.016
C 1.77522 -5.20068 -1.15498 -2.9 2.4 -0.3 -0.073
H 4.98322 -2.35268 -3.13698 -0.2 -1.4 0.5 0.088
H 5.01222 -4.03968 -3.39798 2.3 -5.6 -5.7 -0.022
H 5.55922 -3.51268 -1.73698 -1.7 0.0 -2.6 0.137
H 3.87022 -5.16368 -0.96498 -2.0 1.8 -2.0 0.194
H 0.80422 -4.92468 -1.80598 2.7 0.1 0.9 0.114
H 1.40022 -4.88868 -0.11198 1.0 -1.0 -1.3 0.094
H 1.86222 -6.23168 -1.35798 0.0 -1.4 0.6 0.060
C -0.41378 1.45532 -4.84098 -3.4 0.7 2.1 0.001
C 0.09122 0.07432 -4.46798 -0.6 2.7 -3.2 -0.643
O 0.39822 -0.15168 -3.35798 0.9 -1.5 4.7 0.066
N 0.29822 -0.73968 -5.49298 0.0 -1.7 1.9 0.052
C 0.58022 -2.12068 -5.24598 0.5 -2.3 0.1 -0.069
H -1.12678 1.52532 -5.68398 0.4 -0.4 0.3 0.081
H 0.39522 2.09632 -5.09098 0.8 0.7 0.2 0.045
H -1.07378 1.86632 -3.87298 2.1 -0.9 -2.5 0.154
H 0.19422 -0.32168 -6.34498 -0.4 0.4 -2.8 0.109
H 0.31222 -2.81568 -6.07898 -0.2 0.9 0.6 0.107
H 0.16522 -2.48668 -4.28398 -0.7 0.5 -0.7 0.082
H 1.60522 -2.39168 -5.01198 0.7 0.7 -0.4 0.055
C 3.69322 0.54932 -3.71698 1.4 -4.0 3.8 0.009
C 3.14122 1.59332 -2.80998 -0.2 1.6 -6.6 -0.619
O 3.00722 1.38432 -1.67798 -1.0 -0.5 6.8 0.055
N 2.71722 2.72432 -3.44698 3.9 -3.2 -2.8 -0.016
C 2.12722 3.82432 -2.90498 -4.1 0.9 1.1 -0.103
H 4.49722 0.86032 -4.32798 -0.3 0.4 -2.3 0.060
H 2.91222 -0.36268 -3.79898 1.9 2.3 -0.8 0.127
H 4.54022 0.05932 -2.97798 -2.2 0.6 -1.1 0.121
H 2.89722 2.75732 -4.48998 -0.2 -0.1 2.0 0.181
H 1.03922 3.48632 -3.02298 0.5 2.0 0.2 0.110
H 2.44122 4.70732 -3.41098 -0.4 0.7 -0.6 0.090
H 2.21322 4.06032 -1.85598 0.7 -0.7 0.5 0.089
C -0.95078 9.08032 3.26402 3.5 -0.8 3.5 -0.012
C -0.83378 7.48732 3.16502 2.0 1.8 4.6 -0.559
O -0.39178 6.83032 4.13902 -1.3 0.9 -1.8 -0.016
N -1.10578 6.95232 2.01202 -0.6 -2.4 -5.2 0.003
C -1.10578 5.51532 1.59102 0.7 -2.1 4.7 -0.068
H 0.19122 9.50032 3.13302 -3.1 -0.8 -0.3 0.136
H -1.17578 9.44732 4.37602 0.5 -1.4 -2.2 0.114
H -1.74578 9.47032 2.71702 -0.8 0.9 -1.6 0.020
H -1.15178 7.44732 1.09202 -0.2 0.4 2.0 0.163
H -0.60978 4.66332 2.34402 -0.4 3.0 -1.3 0.126
H -0.56778 5.36432 0.69002 -0.1 0.1 -1.1 0.054
H -2.10578 5.09132 1.72002 -0.2 0.4 -1.2 0.061
C -3.99078 -0.28868 0.75902 5.4 -4.7 -2.7 0.024
C -4.02878 -1.59568 1.47302 -0.5 -4.4 0.9 -0.485
O -4.77278 -1.84168 2.44502 1.4 1.2 -1.1 0.000
N -3.36278 -2.72468 0.88302 1.2 2.5 -1.6 -0.008
C -3.46878 -4.07468 1.49102 -0.2 1.0 -0.5 -0.081
H -4.38978 0.36932 1.27002 -4.9 5.9 5.3 -0.018
H -4.57878 -0.45868 -0.08798 -0.3 0.2 -1.9 0.088
H -2.99178 0.22732 0.70402 -0.4 -1.4 -1.1 0.095
H -2.81378 -2.54468 -0.06798 -1.5 -0.8 2.9 0.121
H -4.49478 -4.40468 1.37202 -0.1 -0.2 0.6 0.083
H -3.10078 -4.10068 2.50302 -0.6 0.5 0.7 0.067
H -2.84078 -4.84768 1.08202 0.4 0.2 -1.2 0.066
C -2.97678 -1.35668 -3.42498 -1.6 -6.7 -3.8 0.045
C -2.57278 -2.64368 -2.78998 -0.5 1.3 -6.4 -0.597
O -2.11678 -2.65268 -1.72898 2.5 -1.3 6.1 0.086
N -2.76578 -3.69868 -3.62098 -0.3 -1.3 -2.0 0.009
C -2.40378 -5.04168 -3.24298 5.8 -2.0 -6.6 -0.084
H -2.99878 -0.63068 -2.84998 0.5 6.8 5.7 -0.003
H -3.99678 -1.68968 -3.44698 -1.4 0.8 -1.1 0.108
H -2.60178 -1.09168 -4.36798 0.5 -0.1 -1.4 0.080
H -3.12678 -3.60468 -4.60398 0.6 0.4 1.9 0.173
H -1.23078 -5.22568 -3.11598 -2.3 1.0 0.4 0.095
H -2.43278 -5.96968 -4.15598 -0.9 3.2 2.4 0.174
H -2.90478 -5.30468 -2.45898 -2.7 -2.1 4.7 -0.003
```
Forces are in eV/Å.

F_max, eV/Å: 10.09
Relative energy (zero: lowest compared OMol25 entry of this formula, charge and spin), kJ/mol: 361.3
Net charge: +2
2S+1: 1
E_tot, eV: -63069.856
HOMO-LUMO gap, hartree: 0.29480

---

Results for molar mass: 768.31; 691.96 (in u, following the order of the records).